# 1
117
Properties=species:S:1:pos:R:3:forces:R:3 method="wB97M-V/def2-TZVPD" e_above_lowest_kcal_mol=0.00 multiplicity=3 gap_ha="0.291 / 0.332" homo_ev="-14.213 / -15.059" s2=2.01 e_lumo_ev="-6.299 / -6.028" charge=+2
Mo 0.8604 0.7278 -0.1120 0.1 0.4 0.1
O 0.6415 0.6336 3.3479 0.0 0.1 0.0
C 1.3813 -0.1215 2.7761 0.0 0.0 0.0
O 1.3275 -0.2917 1.4378 -0.2 -0.2 -0.1
C 2.4314 -0.9323 3.4458 0.0 0.0 0.0
C 2.4849 -0.9185 4.8360 0.0 0.0 0.0
C 3.4779 -1.6403 5.4630 -0.1 -0.2 0.0
C 4.4307 -2.3630 4.7696 0.0 0.0 0.0
C 4.3502 -2.3413 3.3913 0.1 0.0 0.0
C 3.3677 -1.6496 2.7135 0.0 0.0 0.0
N 5.3644 -3.0777 2.6023 0.0 -0.1 -0.1
O 5.3125 -2.9556 1.3904 0.0 0.0 0.1
O 6.1584 -3.7515 3.2090 0.0 0.1 0.0
N 3.5310 -1.6361 6.9466 0.5 0.6 0.0
O 2.7053 -0.9571 7.5177 -0.1 -0.3 0.0
O 4.4515 -2.2289 7.4600 -0.2 -0.2 0.0
H 1.7694 -0.3556 5.4184 0.0 0.0 0.0
H 5.2034 -2.9146 5.2857 0.0 0.0 0.0
H 3.3474 -1.6715 1.6353 0.0 0.0 0.0
C 3.3281 1.8969 1.0479 0.0 0.0 0.0
Si 3.7772 1.3235 -0.7087 0.0 -0.1 -0.1
C 4.1540 2.8295 -1.7357 0.0 0.0 0.0
C 5.2510 0.2127 -0.5166 0.0 0.0 0.0
C 2.2645 0.4303 -1.5032 0.0 0.0 0.0
Si 2.4744 -1.2976 -2.3350 0.0 0.0 0.0
C 0.9525 -1.4790 -3.4043 0.0 0.0 0.0
C 2.6879 -2.6208 -1.0343 0.0 0.0 0.0
C 3.9648 -1.2899 -3.4504 0.0 0.0 0.0
H 4.0238 2.7223 1.2344 0.0 0.0 0.0
H 3.5540 1.1230 1.7823 0.0 0.0 0.0
H 2.3439 2.3176 1.2754 0.0 0.0 0.0
H 5.0992 3.2624 -1.3973 0.0 0.0 0.0
H 3.3911 3.6034 -1.6285 0.0 0.0 0.0
H 4.2636 2.5919 -2.7958 0.0 0.0 0.0
H 5.9686 0.7030 0.1478 0.0 0.0 0.0
H 5.7565 0.0426 -1.4673 0.0 0.0 0.0
H 5.0101 -0.7572 -0.0770 0.0 0.0 0.0
H 1.9053 1.0633 -2.3390 -0.1 0.0 0.0
H 0.0366 -1.1663 -2.9037 0.0 0.0 0.0
H 0.8193 -2.5120 -3.7360 0.0 0.0 0.0
H 1.0702 -0.8635 -4.3007 0.0 0.0 0.0
H 2.0094 -2.5574 -0.1822 0.0 0.0 0.0
H 3.7115 -2.5965 -0.6528 0.0 0.0 0.0
H 2.5467 -3.6039 -1.4910 0.0 0.0 0.0
H 4.0072 -0.4104 -4.0967 0.0 0.0 0.0
H 3.8962 -2.1656 -4.1027 0.0 0.0 0.0
H 4.9027 -1.3698 -2.9027 0.0 0.0 0.0
O -0.9550 0.0689 -0.5793 -0.1 -0.1 0.2
P -2.1230 -0.6555 0.2108 0.1 0.1 0.0
C -3.6960 -0.4911 -0.6737 0.0 0.0 0.0
C -4.0587 0.9383 -1.1221 0.0 0.0 0.0
C -3.3259 1.3746 -2.3899 0.0 0.0 0.0
C -3.5207 0.3765 -3.5280 0.0 0.0 0.0
C -3.1033 -1.0263 -3.0970 0.0 0.0 0.0
C -3.8684 -1.4636 -1.8528 0.0 0.0 0.0
C -2.2148 0.0911 1.8631 0.0 0.0 0.0
C -2.0007 1.6169 1.8673 0.0 0.0 0.0
C -2.4497 2.1922 3.2074 0.0 0.0 0.0
C -3.9698 2.0575 3.3800 0.0 0.0 0.0
C -4.5155 0.8057 2.6762 0.0 0.0 0.0
C -3.4783 -0.3128 2.6699 0.0 0.0 0.0
C -1.6588 -2.3917 0.4725 0.0 0.0 0.0
C -2.7918 -3.3190 1.0169 0.0 0.0 0.0
C -2.9110 -4.6207 0.2221 0.0 0.0 0.0
C -1.5791 -5.3590 0.0809 0.0 0.0 0.0
C -0.4186 -4.4029 -0.2634 0.0 0.0 0.0
C -0.9222 -3.0322 -0.7109 0.0 0.0 0.0
H -4.3988 -0.7881 0.1155 0.0 0.0 0.0
H -3.9148 1.6624 -0.3201 0.0 0.0 0.0
H -5.1336 0.9252 -1.3255 0.0 0.0 0.0
H -2.2550 1.4727 -2.1860 0.0 0.0 0.0
H -3.6889 2.3600 -2.6867 0.0 0.0 0.0
H -2.9496 0.6905 -4.4033 0.0 0.0 0.0
H -4.5740 0.3631 -3.8250 0.0 0.0 0.0
H -2.0275 -1.0390 -2.8964 0.0 0.0 0.0
H -3.2805 -1.7413 -3.9016 0.0 0.0 0.0
H -3.6051 -2.4792 -1.5616 0.0 0.0 0.0
H -4.9379 -1.4822 -2.0832 0.0 0.0 0.0
H -1.3437 -0.3436 2.3638 0.0 0.0 0.0
H -2.5434 2.1044 1.0556 0.0 0.0 0.0
H -0.9358 1.8298 1.7331 0.0 0.0 0.0
H -2.1507 3.2385 3.2877 0.0 0.0 0.0
H -1.9162 1.6620 4.0000 0.0 0.0 0.0
H -4.4715 2.9431 2.9861 0.0 0.0 0.0
H -4.2074 2.0180 4.4435 0.0 0.0 0.0
H -4.8046 1.0428 1.6471 0.0 0.0 0.0
H -5.4236 0.4605 3.1696 0.0 0.0 0.0
H -3.9154 -1.2403 2.3008 0.0 0.0 0.0
H -3.1697 -0.5229 3.6959 0.0 0.0 0.0
H -0.9044 -2.2811 1.2623 0.0 0.0 0.0
H -3.7635 -2.8233 1.0248 0.0 0.0 -0.1
H -2.5679 -3.5571 2.0583 0.0 0.0 0.0
H -3.3154 -4.4132 -0.7709 0.0 0.0 0.0
H -3.6468 -5.2598 0.7106 0.0 0.0 0.0
H -1.6835 -6.1120 -0.7004 0.0 0.0 0.0
H -1.3522 -5.9026 0.9990 0.0 0.0 0.0
H 0.2197 -4.8372 -1.0332 0.0 0.0 0.0
H 0.2220 -4.2530 0.6120 0.0 0.0 0.0
H -1.5665 -3.1202 -1.5889 0.0 0.0 0.0
H -0.0828 -2.4053 -1.0040 0.1 0.0 0.0
C -0.0411 5.1270 0.2263 0.0 0.0 0.0
S -0.7373 3.6763 -0.5383 -0.1 0.0 0.0
O 0.4557 2.6779 -0.3697 0.1 -0.2 0.0
C -0.7054 4.1344 -2.2431 0.0 0.0 0.0
C 0.4533 4.0174 -2.9984 0.0 0.0 0.0
C 0.4211 4.4293 -4.3206 0.0 0.0 0.0
C -0.7466 4.9595 -4.8583 0.0 0.0 0.0
C -1.8943 5.0730 -4.0850 0.0 0.0 0.0
C -1.8852 4.6467 -2.7657 0.0 0.0 0.0
H 0.9299 5.3276 -0.2234 0.0 0.0 0.0
H 0.0394 4.9306 1.2946 0.0 0.0 0.0
H -0.7315 5.9511 0.0460 0.0 0.0 0.0
H 1.3570 3.6120 -2.5643 0.0 0.0 0.0
H 1.3101 4.3457 -4.9316 0.0 0.0 0.0
H -0.7611 5.2860 -5.8894 0.0 0.0 0.0
H -2.7998 5.4851 -4.5095 0.0 0.0 0.0
H -2.7813 4.7152 -2.1592 0.0 0.0 0.0

# 2
120
Properties=species:S:1:pos:R:3:forces:R:3 method="wB97M-V/def2-TZVPD" smiles="Fc1ccccc1.Fc1ccccc1.Fc1ccccc1.CN(C)C=O.CN(C)C=O.CN(C)C=O.CN(C)C=O.CN(C)C=O.CN(C)C=O.CN(C)C=O" e_above_lowest_kcal_mol=26.14 gap_ha=0.346 homo_ev=-8.932 e_lumo_ev=0.485 charge=0
F 13.4631 13.0770 15.5957 0.0 0.3 0.1
C 14.4790 12.2171 15.3759 -1.6 -0.5 0.1
C 15.7543 12.6679 15.4249 1.6 1.1 0.0
C 16.7570 11.7207 15.2328 -0.2 -1.5 0.2
C 16.4122 10.3449 15.0109 1.9 1.8 -0.6
C 15.1126 9.9911 14.8326 -1.2 -1.5 0.3
C 14.1288 10.9098 15.1081 -0.7 0.5 -0.3
H 15.9574 13.7569 15.6012 -0.1 -1.3 -0.2
H 17.8101 11.9801 15.3013 -0.2 0.1 -0.1
H 17.2018 9.6235 14.8321 0.0 0.1 0.1
H 14.7915 8.9587 14.5671 0.5 0.8 0.2
H 13.0753 10.6661 15.0510 0.0 0.0 0.0
F 9.7280 9.5766 12.2438 0.3 0.0 0.4
C 8.6984 9.9431 11.4402 1.9 -0.2 0.0
C 8.9482 11.0233 10.5990 -0.3 0.4 0.3
C 7.9288 11.3995 9.7387 -0.8 0.3 -0.2
C 6.7226 10.6906 9.7356 0.2 -1.8 1.5
C 6.5719 9.5324 10.5967 0.0 1.2 -0.8
C 7.6069 9.1216 11.4555 -1.5 0.5 -1.1
H 9.8582 11.6534 10.6721 -0.6 -0.9 0.1
H 8.0227 12.3043 9.1183 0.0 -0.6 0.2
H 5.8928 10.9877 9.1131 0.0 0.0 -0.1
H 5.6186 8.9869 10.6285 0.5 0.3 -0.3
H 7.5164 8.2114 12.0538 0.2 0.6 -0.1
F 9.6994 13.1401 13.4268 -1.0 0.4 0.3
C 10.9624 13.4511 13.1617 0.7 -1.5 -0.3
C 11.4489 14.7097 13.2175 0.4 0.7 0.1
C 12.7936 14.9045 12.9501 1.1 0.4 -0.5
C 13.6479 13.8671 12.5632 0.7 0.4 1.1
C 13.0940 12.6114 12.4916 0.1 -1.6 -0.2
C 11.7711 12.3908 12.8092 0.5 2.3 -0.2
H 10.8085 15.5043 13.4975 -0.4 0.8 0.2
H 13.2265 15.9020 12.9818 -0.2 0.1 0.2
H 14.7630 13.9902 12.5395 -1.3 0.1 -0.5
H 13.6406 11.6943 12.2370 0.3 0.6 0.0
H 11.3151 11.4837 12.7191 -0.9 -2.6 -0.1
C 6.7743 16.9620 11.6699 1.1 0.4 1.7
N 7.8321 17.5629 12.5111 0.9 0.4 0.1
C 8.2818 16.7648 13.6930 -0.7 0.6 -0.4
C 8.4973 18.7407 12.1651 0.6 -1.1 -0.2
O 8.2567 19.3816 11.1361 0.2 -0.6 1.6
H 5.8247 17.3899 11.8803 -1.0 0.3 0.5
H 6.7988 15.9184 11.9351 -0.3 -0.4 -0.3
H 6.9188 17.1344 10.6444 0.7 0.1 -1.4
H 8.3794 15.6727 13.4848 0.3 0.9 -0.2
H 9.1844 17.2361 14.0856 0.2 -0.4 -0.2
H 7.5530 16.8302 14.5071 -0.1 0.1 -0.1
H 9.4091 18.9506 12.8923 -1.8 -0.1 -1.2
C 13.7299 12.5582 8.7524 1.6 -0.8 0.5
N 14.6203 13.4355 9.4885 -3.7 1.2 -1.6
C 14.0737 14.7622 9.6149 -0.1 0.4 -0.4
C 15.7622 13.1282 9.9865 4.1 0.1 1.7
O 16.5011 13.8520 10.7094 -1.5 -1.3 -1.3
H 14.2660 11.6668 8.4534 0.0 -0.5 0.3
H 13.4958 13.0089 7.8335 -0.7 0.9 -1.2
H 12.8453 12.3219 9.3210 -0.3 -0.1 0.2
H 13.0469 14.7312 9.9873 0.4 0.1 0.3
H 14.7841 15.2378 10.2406 0.1 1.0 1.0
H 14.0434 15.3455 8.6745 0.2 -0.7 0.0
H 16.0891 12.1436 9.6057 0.2 -0.1 0.5
C 12.5856 19.7984 11.1996 1.0 -1.9 -0.8
N 12.9316 20.9106 11.9914 -2.1 0.5 -0.3
C 11.6893 21.7121 12.2046 1.6 0.7 0.9
C 13.9330 20.8937 12.8575 0.9 -0.8 1.6
O 13.9713 21.6278 13.8382 0.5 0.2 -0.1
H 12.4031 20.0657 10.1753 -0.4 0.3 -0.5
H 11.7453 19.2764 11.6345 -0.5 -0.1 0.0
H 13.3729 19.0457 11.1499 0.4 0.1 0.2
H 10.8030 21.0864 12.1057 0.1 0.2 -0.5
H 11.6884 22.1109 13.2209 0.1 -0.1 0.0
H 11.7825 22.5773 11.5445 -0.7 -0.2 -0.2
H 14.7206 20.0756 12.7161 -0.9 0.9 -0.3
C 18.2969 15.6407 13.5771 0.5 0.5 -1.3
N 17.5426 16.8729 13.6012 -1.6 -0.9 -1.1
C 18.0728 18.1024 14.0731 -1.5 -0.1 1.6
C 16.2484 16.9096 13.1477 1.5 -2.0 1.2
O 15.5611 17.8909 13.1752 -1.0 1.1 -0.4
H 19.1771 15.7826 12.9304 -0.3 -0.3 -0.2
H 17.6557 14.8471 13.1662 0.4 0.1 0.3
H 18.7402 15.4071 14.5228 -0.2 -0.3 0.9
H 18.8933 17.8734 14.6986 1.4 0.1 0.3
H 18.2369 18.8142 13.2973 0.4 0.6 -0.4
H 17.2983 18.4598 14.7798 0.4 0.6 -0.5
H 15.8862 15.8748 12.9368 0.0 0.5 -0.4
C 10.8151 16.6350 9.4500 2.0 -0.6 0.1
N 9.9563 15.5276 9.1809 0.1 -2.8 1.0
C 10.2812 14.1259 9.5751 0.7 0.6 0.4
C 8.7460 15.6896 8.6378 0.3 1.2 -0.9
O 7.9310 14.8379 8.3434 0.1 0.1 0.4
H 10.3897 17.5291 9.0836 -0.7 1.0 -0.4
H 11.7692 16.4981 8.8986 -0.3 0.1 0.3
H 11.0846 16.8017 10.5036 -0.3 -0.4 -0.1
H 9.3639 13.6503 9.9242 0.2 0.1 -0.2
H 10.7620 13.5060 8.7994 -0.5 0.5 -0.2
H 11.0141 14.1065 10.3927 -0.3 0.3 0.1
H 8.7266 16.7689 8.3981 -1.2 0.0 -0.2
C 11.4279 21.0224 17.0824 -0.7 1.0 1.3
N 10.9163 20.2129 16.0657 0.0 -2.0 -1.9
C 9.4978 19.8188 15.9286 1.0 0.2 0.5
C 11.7465 19.7340 15.0944 -1.5 0.5 0.2
O 11.2866 19.1385 14.1208 0.9 -0.1 -0.1
H 12.2833 21.5087 16.7015 0.9 1.1 -0.5
H 11.8149 20.4840 17.9323 -0.4 -0.4 0.7
H 10.6512 21.7606 17.3851 0.7 -0.4 0.0
H 9.5715 18.8540 15.4015 -0.7 0.7 0.1
H 9.0427 19.6383 16.9215 0.3 0.3 -0.5
H 9.0246 20.6498 15.3794 -0.4 -0.7 0.1
H 12.8189 19.9419 15.2380 -0.2 0.1 0.0
C 14.5493 16.5513 16.2126 -0.1 0.2 0.8
N 13.2060 16.1996 16.6011 1.8 -1.3 2.7
C 13.0917 15.3917 17.8397 -0.3 -0.6 -1.7
C 12.1670 16.8468 16.1471 -1.2 1.2 -2.0
O 11.0226 16.7610 16.5445 -0.6 0.0 0.4
H 15.0113 15.6946 15.7683 0.5 -0.5 -0.3
H 15.1844 16.9032 17.0670 -0.7 -0.2 -0.6
H 14.4426 17.3223 15.4833 0.4 0.6 -0.6
H 12.0847 15.0302 17.9063 -0.6 -0.1 0.0
H 13.7273 14.5110 17.7465 0.2 0.2 0.1
H 13.2964 15.9331 18.7321 0.4 0.7 0.6
H 12.3904 17.4722 15.2405 0.1 -0.4 0.6

Question: The highest charge belongs to which entry?
Answer: C39H63MoN2O8PSSi2